{
  "formula": "C25H21N5O2PtS5",
  "method": "ωB97M-V/def2-TZVPD",
  "species": ["Pt", "S", "C", "C", "N", "C", "S", "C", "N", "C", "C", "C", "C", "C", "C", "C", "C", "C", "S", "C", "N", "H", "H", "H", "H", "H", "H", "H", "H", "S", "C", "N", "C", "C", "C", "N", "H", "H", "H", "H", "H", "H", "H", "H", "O", "C", "O", "C", "C", "C", "C", "S", "C", "C", "H", "H", "H", "H", "H"],
  "xyz": [[0.53670, -0.50321, -0.59905], [2.19783, 0.07991, 0.88040], [1.25022, 0.93134, 2.08549], [2.02250, 1.57680, 3.10180], [2.68655, 2.08609, 3.89032], [-0.09475, 0.97324, 2.08819], [-1.10488, 0.20327, 0.89181], [-0.81180, 1.66143, 3.11869], [-1.40123, 2.19322, 3.95012], [-0.31015, -0.13912, -3.97460], [-1.29665, -0.87392, -3.12621], [-2.54750, -1.20288, -3.71095], [-3.44651, -1.95491, -3.02909], [-3.08719, -2.51027, -1.77683], [-3.91833, -3.40560, -1.07148], [-3.46127, -3.99020, 0.07732], [-2.16372, -3.72644, 0.54586], [-1.33212, -2.84916, -0.11160], [0.33730, -2.63452, 0.36945], [-1.82075, -2.18472, -1.26326], [-0.99798, -1.27293, -1.90520], [0.10590, -0.85885, -4.68570], [0.50532, 0.27871, -3.39607], [-0.80687, 0.64564, -4.54443], [-2.76373, -0.81669, -4.69765], [-4.42006, -2.17797, -3.44867], [-4.90405, -3.62534, -1.46074], [-4.09139, -4.67690, 0.62665], [-1.79996, -4.22674, 1.43382], [2.23821, -1.57688, -1.96066], [3.50223, -0.51044, -2.45403], [4.62709, -1.09506, -2.88585], [5.81137, -0.35916, -3.31455], [5.39196, 1.00363, -3.83819], [4.51588, 1.68508, -2.80199], [3.41463, 0.80217, -2.43961], [4.66982, -2.09632, -2.79436], [6.31241, -0.94008, -4.08744], [6.50327, -0.24596, -2.47543], [4.83611, 0.88637, -4.77047], [6.27382, 1.60853, -4.04367], [4.08431, 2.60672, -3.18949], [5.09444, 1.93940, -1.90991], [2.53473, 1.22144, -2.11504], [-4.81431, 3.67420, -4.74812], [-3.52427, 3.58708, -5.14627], [-3.23019, 3.82521, -6.28342], [-2.52939, 3.17228, -4.11095], [-1.20070, 3.54750, -4.29628], [-0.23379, 3.15224, -3.39304], [-0.56487, 2.36132, -2.28900], [0.72508, 1.86044, -1.18952], [-1.89865, 2.01298, -2.08975], [-2.86772, 2.40968, -2.99792], [-4.87388, 3.58988, -3.78921], [-0.94338, 4.13781, -5.16564], [0.80016, 3.43425, -3.54832], [-2.17458, 1.42876, -1.22331], [-3.88953, 2.08306, -2.83537]],
  "mulliken_charge": [1.33, -0.31, 0.72, -0.30, -0.46, 0.70, -0.30, -0.33, -0.46, -1.02, 0.80, -0.89, -0.88, 0.81, -0.88, -0.72, -0.44, 0.73, -0.37, -0.51, 0.28, 0.46, -0.14, 0.27, 0.51, 0.44, 0.39, 0.39, 0.45, -0.55, 0.77, -0.20, -0.64, -0.60, -0.63, 0.23, 0.23, 0.38, 0.30, 0.30, 0.36, 0.32, 0.33, -0.39, -0.49, 0.55, -0.56, 0.96, -0.91, -0.43, 0.48, -0.37, -0.39, -1.19, 0.35, 0.44, 0.42, 0.32, 0.34],
  "de_lowest_kj_mol": 1.0,
  "homo_lumo_gap_ev": 6.742
}